Record 1
101
Properties=species:S:1:pos:R:3 method="wB97M-V/def2-TZVPD" smiles=c1ccccc1.c1ccccc1.c1ccccc1.c1ccccc1.c1ccccc1.BrCCBr.BrCCBr.BrCCBr.BrCCBr.CCO fmax_ev_per_a=3.68 e_tot_ha=-22222.65990 gap_ev=9.074 e_homo_ev=-8.89
Br -0.076 -2.416 -3.688
C -1.841 -1.838 -4.330
C -2.878 -2.885 -3.870
Br -4.744 -2.334 -4.413
H -1.880 -1.608 -5.395
H -2.069 -0.912 -3.803
H -2.999 -3.052 -2.800
H -2.621 -3.768 -4.455
Br 5.840 -0.861 -0.067
C 4.427 -1.006 1.380
C 5.024 -0.278 2.555
Br 3.934 -0.838 4.130
H 4.297 -2.049 1.670
H 3.478 -0.552 1.096
H 4.964 0.810 2.554
H 6.081 -0.447 2.759
Br -3.703 1.261 -4.696
C -2.710 2.910 -5.142
C -1.191 2.672 -5.414
Br -0.226 1.943 -3.835
H -2.823 3.653 -4.352
H -3.182 3.310 -6.040
H -0.726 3.602 -5.741
H -1.117 1.901 -6.181
Br 5.030 -3.672 -2.468
C 3.647 -4.841 -1.537
C 2.366 -4.979 -2.394
Br 1.001 -5.963 -1.360
H 3.355 -4.411 -0.579
H 4.039 -5.857 -1.506
H 2.495 -5.417 -3.384
H 1.905 -4.009 -2.582
C 0.206 1.765 4.734
C -1.086 1.869 5.336
C -2.140 1.070 4.865
C -1.863 0.104 3.858
C -0.615 -0.079 3.318
C 0.359 0.854 3.716
H 0.947 2.522 4.944
H -1.243 2.618 6.098
H -3.085 1.136 5.383
H -2.667 -0.576 3.618
H -0.478 -0.753 2.485
H 1.276 0.805 3.148
C 4.701 2.614 -2.330
C 5.358 3.587 -1.606
C 4.658 4.600 -1.004
C 3.263 4.600 -1.074
C 2.630 3.670 -1.906
C 3.372 2.670 -2.524
H 5.244 1.848 -2.864
H 6.429 3.608 -1.462
H 5.246 5.304 -0.434
H 2.627 5.220 -0.460
H 1.561 3.591 -2.038
H 2.978 1.857 -3.115
C -4.847 0.523 -1.242
C -3.829 0.960 -0.442
C -3.289 0.002 0.458
C -3.739 -1.371 0.420
C -4.812 -1.739 -0.349
C -5.321 -0.779 -1.175
H -5.347 1.184 -1.934
H -3.489 1.985 -0.464
H -2.625 0.333 1.243
H -3.245 -1.989 1.157
H -5.037 -2.795 -0.307
H -6.094 -1.125 -1.845
C -1.089 -4.965 4.230
C -0.591 -6.107 3.661
C 0.487 -5.970 2.743
C 1.026 -4.738 2.390
C 0.451 -3.570 2.909
C -0.591 -3.733 3.822
H -1.830 -5.099 5.004
H -0.941 -7.099 3.905
H 0.931 -6.896 2.407
H 1.853 -4.722 1.696
H 0.872 -2.602 2.682
H -0.929 -2.793 4.233
C -2.312 5.806 0.938
C -2.618 5.148 2.145
C -1.991 3.918 2.392
C -1.087 3.338 1.504
C -0.890 3.920 0.276
C -1.402 5.195 0.053
H -2.613 6.818 0.712
H -3.218 5.651 2.888
H -2.111 3.460 3.363
H -0.764 2.329 1.716
H -0.286 3.427 -0.471
H -1.092 5.711 -0.843
C 1.199 -1.388 -0.692
C 0.881 0.073 -0.942
O -0.110 0.525 -0.032
H 2.137 -1.596 -1.206
H 0.396 -2.100 -0.888
H 1.436 -1.476 0.368
H 0.678 0.089 -2.013
H 1.789 0.650 -0.767
H -0.771 1.032 -0.508

=====

Record 2
57
Properties=species:S:1:pos:R:3 method="wB97M-V/def2-TZVPD" smiles="COc1ccc(CCNC(=O)c2cccc(NC3=N[C@@H]4CS(=O)(=O)C[C@@H]4S3)c2)c(OC)c1" de_lowest_kcal_mol=29.6 fmax_ev_per_a=1.16 e_tot_ha=-2190.19077 gap_ev=8.085 e_homo_ev=-7.88
C -0.443 -0.452 3.235
H -0.827 0.497 3.621
O 0.929 -0.366 2.925
C 1.309 0.487 1.935
C 0.437 1.240 1.163
C 0.957 2.011 0.134
C 2.310 2.077 -0.132
C 3.193 1.365 0.699
C 2.685 0.571 1.714
H 3.325 -0.020 2.347
O 4.514 1.518 0.426
C 5.443 0.711 1.106
H 5.430 0.899 2.184
H 6.416 0.983 0.701
H 5.256 -0.348 0.909
C 2.824 2.732 -1.384
H 2.030 3.336 -1.827
H 3.673 3.378 -1.162
C 3.278 1.639 -2.385
N 2.524 0.418 -2.198
C 3.098 -0.635 -1.560
O 4.304 -0.808 -1.553
C 2.183 -1.583 -0.848
C 0.795 -1.509 -0.872
C 0.045 -2.385 -0.097
C 0.678 -3.332 0.705
C 2.057 -3.408 0.722
C 2.804 -2.542 -0.052
H 3.882 -2.586 -0.055
H 2.546 -4.142 1.344
H 0.086 -4.002 1.313
N -1.352 -2.371 -0.094
C -2.184 -1.486 -0.660
N -1.896 -0.470 -1.353
C -2.992 0.340 -1.769
C -2.818 1.729 -1.173
H -3.343 2.509 -1.713
H -1.770 1.973 -1.043
S -3.645 1.556 0.433
O -4.049 2.825 0.962
O -2.897 0.684 1.294
C -5.049 0.658 -0.297
C -4.362 -0.273 -1.274
H -5.009 -0.517 -2.120
S -3.932 -1.835 -0.449
H -5.672 1.404 -0.782
H -5.611 0.133 0.469
H -2.986 0.390 -2.866
H -1.791 -3.089 0.464
H 0.258 -0.798 -1.477
H 1.530 0.544 -2.087
H 4.324 1.380 -2.212
H 3.161 1.994 -3.413
H 0.280 2.580 -0.490
H -0.627 1.213 1.328
H -0.522 -1.216 4.008
H -1.043 -0.740 2.368

=====

Record 3
96
Properties=species:S:1:pos:R:3 method="wB97M-V/def2-TZVPD" de_lowest_kcal_mol=35.1 fmax_ev_per_a=0.13 e_tot_ha=-3025.45561 gap_ev="5.651 / 8.512" e_homo_ev="-6.10 / -8.96" multiplicity=2
Y 0.291 -0.053 0.049
C -2.994 3.242 1.101
C -2.222 2.076 0.590
N -0.954 1.945 0.654
O -0.226 2.906 1.318
B -0.069 2.621 2.791
F -1.339 2.478 3.359
F 0.659 3.663 3.303
O 0.712 1.368 3.081
N 0.150 0.255 2.526
C 0.001 -0.749 3.304
C 0.326 -0.699 4.758
C -0.605 -1.949 2.646
N -0.562 -1.922 1.369
O -1.267 -2.876 0.679
B -2.703 -2.478 0.437
F -3.298 -3.538 -0.188
F -3.287 -2.147 1.670
O -2.853 -1.292 -0.469
N -2.243 -0.185 0.012
C -2.933 0.894 0.015
C -4.357 0.994 -0.416
C -1.242 -3.018 3.464
H -2.320 4.052 1.362
H -3.539 2.953 2.001
H -3.718 3.568 0.354
H 0.020 0.266 5.160
H 1.407 -0.774 4.894
H -0.153 -1.505 5.305
H -4.706 0.025 -0.757
H -4.461 1.725 -1.221
H -4.979 1.330 0.415
H -0.509 -3.430 4.161
H -1.623 -3.800 2.818
H -2.071 -2.607 4.041
O -0.273 -0.869 -1.904
C 0.467 -1.713 -2.527
C 0.260 -2.517 -3.694
C -0.772 -2.751 -4.606
C -0.515 -3.673 -5.615
C 0.706 -4.337 -5.717
C 1.735 -4.099 -4.792
C 1.500 -3.186 -3.797
P 2.150 -2.340 -2.280
C 2.485 -3.778 -1.234
C 1.400 -4.264 -0.508
C 1.547 -5.394 0.280
C 2.771 -6.046 0.346
C 3.846 -5.574 -0.394
C 3.703 -4.446 -1.191
C 3.551 -1.442 -2.987
C 3.576 -0.052 -2.943
C 4.590 0.640 -3.589
C 5.588 -0.049 -4.264
C 5.554 -1.435 -4.325
C 4.523 -2.129 -3.708
H -1.731 -2.259 -4.518
H -1.289 -3.891 -6.341
H 0.856 -5.052 -6.515
H 2.674 -4.634 -4.875
H 0.441 -3.761 -0.540
H 0.698 -5.759 0.845
H 2.887 -6.925 0.967
H 4.800 -6.083 -0.353
H 4.553 -4.089 -1.758
H 2.814 0.483 -2.390
H 4.606 1.722 -3.555
H 6.386 0.494 -4.754
H 6.318 -1.975 -4.867
H 4.474 -3.207 -3.803
C 4.696 -1.252 -0.138
C 3.295 -1.040 0.435
C 3.071 -2.048 1.563
C 3.249 0.385 0.992
O 2.232 -1.154 -0.542
H 5.409 -1.225 0.689
H 4.970 -0.472 -0.846
H 4.796 -2.218 -0.626
H 3.763 -1.851 2.385
H 3.226 -3.070 1.220
H 2.052 -1.976 1.948
H 4.072 0.555 1.688
H 2.349 0.600 1.581
H 3.324 1.112 0.183
O 1.249 1.681 -1.191
N 0.483 2.614 -1.721
C -0.395 2.275 -2.685
C -1.219 3.232 -3.233
C -1.138 4.544 -2.788
C -0.224 4.860 -1.797
C 0.584 3.874 -1.271
H -0.399 1.223 -2.942
H -1.918 2.936 -4.002
H -1.781 5.306 -3.205
H -0.131 5.865 -1.412
H 1.293 4.013 -0.471

=====

Record 4
53
Properties=species:S:1:pos:R:3 method="wB97M-V/def2-TZVPD" smiles="Cc1cccc(NC(=O)CSc2nnc(-c3ccc(S(=O)(=O)N4CCCC4)cc3)o2)c1" de_lowest_kcal_mol=30.1 fmax_ev_per_a=1.83 e_tot_ha=-2129.79582 gap_ev=8.180 e_homo_ev=-8.61
C 4.843 3.269 -1.883
C 3.915 2.778 -2.953
C 3.599 1.434 -3.059
C 2.727 0.977 -4.044
C 2.158 1.878 -4.935
C 2.472 3.221 -4.827
C 3.341 3.672 -3.851
H 3.579 4.723 -3.780
H 2.031 3.923 -5.519
H 1.483 1.527 -5.696
N 2.465 -0.400 -4.081
C 1.687 -1.091 -4.942
O 1.104 -0.647 -5.901
C 1.625 -2.598 -4.664
H 0.645 -2.962 -4.970
H 2.394 -3.099 -5.256
S 1.926 -3.115 -2.948
C 0.513 -2.440 -2.230
N -0.424 -1.760 -2.820
N -1.319 -1.451 -1.874
C -0.901 -1.947 -0.750
C -1.553 -1.868 0.535
C -0.971 -2.447 1.663
C -1.615 -2.363 2.884
C -2.828 -1.705 2.970
C -3.424 -1.144 1.854
C -2.787 -1.220 0.631
H -3.221 -0.796 -0.261
H -4.389 -0.675 1.958
S -3.650 -1.584 4.571
O -5.055 -1.453 4.334
O -3.167 -2.655 5.389
N -3.147 -0.168 5.288
C -3.516 1.061 4.621
H -3.750 1.805 5.388
H -4.408 0.883 4.024
C -2.284 1.492 3.803
H -2.398 1.216 2.755
H -2.145 2.570 3.855
C -1.106 0.733 4.441
H -0.643 0.063 3.717
H -0.340 1.410 4.813
C -1.738 -0.067 5.595
H -1.635 0.473 6.541
H -1.332 -1.069 5.719
H -1.204 -2.819 3.770
H -0.025 -2.961 1.574
O 0.286 -2.599 -0.912
H 2.918 -0.933 -3.348
H 4.038 0.726 -2.367
H 5.545 3.995 -2.289
H 5.403 2.448 -1.442
H 4.276 3.760 -1.093

=====

Record 5
40
Properties=species:S:1:pos:R:3 method="wB97M-V/def2-TZVPD" de_lowest_kcal_mol=3.8 fmax_ev_per_a=0.71 e_tot_ha=-2263.97441 gap_ev="8.393 / 5.274" e_homo_ev="-8.09 / -8.09" multiplicity=2
Hg 2.950 1.325 1.144
C 2.491 -3.188 -0.824
C 1.275 -2.365 -0.500
C 0.015 -2.956 -0.405
C -1.108 -2.198 -0.120
C -0.970 -0.830 0.075
C 0.273 -0.219 -0.008
C 1.387 -0.992 -0.297
S -2.387 0.147 0.460
O -3.542 -0.437 -0.150
O -2.016 1.513 0.252
N -2.598 -0.037 2.079
C -1.457 0.210 2.949
C -1.151 1.693 3.026
C 0.057 1.803 4.219
O -0.488 2.213 5.230
O 1.104 1.413 3.770
H 2.304 -4.249 -0.669
H 3.338 -2.892 -0.205
H 2.783 -3.050 -1.868
H -0.086 -4.023 -0.561
H -2.089 -2.653 -0.071
H 0.360 0.848 0.159
H 2.361 -0.517 -0.351
H -3.197 -0.815 2.313
H -0.565 -0.323 2.602
H -1.714 -0.173 3.937
H -2.004 2.297 3.312
H -0.649 2.086 2.146
S 0.610 3.507 -0.459
C 0.396 2.472 -1.718
N 1.364 1.766 -2.332
C 1.020 1.114 -3.584
C -0.466 0.792 -3.470
S -1.157 2.127 -2.450
H 2.319 1.982 -2.088
H 1.614 0.208 -3.711
H 1.212 1.781 -4.430
H -0.630 -0.159 -2.962
H -0.957 0.778 -4.439

=====

Record 6
12
Properties=species:S:1:pos:R:3 method="wB97M-V/def2-TZVPD" total_charge=-2 de_lowest_kcal_mol=25.5 fmax_ev_per_a=5.15 e_tot_ha=-533.77704 gap_ev="2.805 / 7.190" e_homo_ev="4.00 / -0.42" multiplicity=2
S -1.076 0.566 3.761
H -2.333 0.762 3.461
C 0.660 0.215 -1.820
C 0.060 0.223 -0.295
N 0.211 -1.246 0.156
H 1.146 1.131 -2.130
H -0.080 0.157 -2.771
H 1.447 -0.648 -1.887
H -1.068 0.528 -0.247
H 0.540 0.988 0.229
H -0.562 -1.562 0.787
H 1.055 -1.113 0.755